No. 1
Computed, not measured: a single C9H18FNO3PS2 molecule, with the ωB97M-V functional and the def2-TZVPD basis.

The value obtained for the HOMO-LUMO gap (spin up / spin down) is 9.4 / 9.2 eV. The highest occupied orbital energy (spin up / spin down) is -8.81 / -9.22 eV. Its energy above the lowest of the compared OMol25 structures with the same formula, charge and spin is 0.0 kJ/mol. The expectation value of S² is 0.7542. The lowest unoccupied orbital energy (spin up / spin down) is 0.568 / -0.071 eV.

```
! RIJCOSX wB97M-V def2-TZVPD def2/J DEFGRID3
* xyz 0 2
C -2.281 -1.023 -0.275
C -0.911 -0.839 -0.933
C -0.947 -1.538 -2.289
C 0.161 -1.500 -0.039
C 1.115 -0.565 0.764
P 2.813 -0.826 0.082
S 4.316 0.070 0.898
S 1.013 -1.206 2.433
O -0.289 -0.953 2.946
O 1.614 -2.491 2.485
F 1.967 -0.231 3.190
C 0.848 0.964 0.794
C -0.305 1.526 -0.066
C 0.171 2.852 -0.656
C -1.586 1.819 0.749
N -0.567 0.591 -1.195
O 0.225 0.751 -2.187
H -2.294 -0.729 0.767
H -2.529 -2.084 -0.310
H -3.052 -0.484 -0.825
H -1.407 -2.518 -2.166
H 0.051 -1.684 -2.692
H -1.523 -0.956 -3.003
H 0.772 -2.156 -0.661
H -0.355 -2.162 0.654
H 2.535 -0.444 -1.241
H 2.874 -2.221 0.007
H 0.695 1.287 1.820
H 1.773 1.451 0.482
H -0.518 3.182 -1.433
H 1.158 2.770 -1.101
H 0.195 3.601 0.134
H -2.473 1.428 0.279
H -1.530 1.421 1.762
H -1.730 2.895 0.827
*
```

=====

No. 2
Computed, not measured: 2 unconnected molecules or ions with the total composition C9H18N, with the ωB97M-V functional and the def2-TZVPD basis.

The value obtained for the HOMO-LUMO gap is 10.4 eV. The highest occupied orbital energy is -13.38 eV. Its energy above the lowest of the compared OMol25 structures with the same formula, charge and spin is 129.5 kJ/mol. The lowest unoccupied orbital energy is -2.944 eV.

```
! RIJCOSX wB97M-V def2-TZVPD def2/J DEFGRID3
* xyz 1 1
C -2.940 -1.365 -0.211
C -3.057 -0.833 0.858
C 0.330 2.306 1.094
C -1.194 2.007 -0.901
C 2.525 -1.057 -0.559
C 0.864 -1.715 1.223
C -0.108 1.436 -0.033
C 1.466 -0.551 0.427
C 0.392 0.226 -0.282
N -0.267 -0.571 -1.349
H -3.015 -1.917 -1.108
H -0.531 2.498 1.735
H 1.113 1.862 1.697
H 0.672 3.268 0.719
H -1.457 3.002 -0.557
H -2.097 1.398 -0.879
H -3.108 -0.344 1.786
H 3.352 -1.489 -0.004
H 2.918 -0.241 -1.161
H 2.150 -1.839 -1.218
H 0.234 -1.344 2.029
H 0.264 -2.379 0.599
H 1.666 -2.308 1.661
H -0.863 2.101 -1.937
H 1.967 0.115 1.128
H -0.428 0.005 -2.185
H -1.198 -0.909 -0.988
H 0.349 -1.361 -1.584
*
```

=====

No. 3
Computed, not measured: a gas-phase ion, C9H18N2 (charge +2) at a distorted geometry, with the ωB97M-V functional and the def2-TZVPD basis.

The value obtained for the HOMO-LUMO gap (spin up / spin down) is 7.5 / 7.5 eV. The highest occupied orbital energy (spin up / spin down) is -17.58 / -17.58 eV. Its energy above the lowest of the compared OMol25 structures with the same formula, charge and spin is 639.7 kJ/mol. The lowest unoccupied orbital energy (spin up / spin down) is -10.101 / -10.098 eV.

```
! RIJCOSX wB97M-V def2-TZVPD def2/J DEFGRID3
* xyz 2 1
C -0.847 0.825 -0.339
C 1.026 0.177 2.215
C -0.333 1.734 0.661
C -1.670 1.439 -1.453
C 1.763 -0.990 2.066
C 0.403 2.987 0.264
C 0.596 -1.816 -1.949
C -1.021 -2.656 -0.148
C -0.095 -1.562 -0.609
N 0.450 1.218 1.817
N -0.503 -0.347 -0.374
H -1.388 2.081 1.043
H -1.341 1.134 -2.474
H -1.759 2.468 -1.434
H -2.777 1.104 -1.310
H 2.837 -0.792 1.690
H 1.309 -1.608 0.998
H 1.602 -1.529 2.988
H 1.304 2.666 -0.254
H 0.682 3.442 1.264
H -0.117 3.954 -0.043
H 1.535 -1.164 -2.041
H 0.707 -2.857 -1.858
H 0.078 -1.390 -2.838
H -0.656 -3.743 -0.272
H -1.895 -2.603 -0.869
H -1.379 -2.450 0.746
H 0.896 -1.886 0.191
H 0.594 2.164 2.321
*
```

=====

No. 4
Computed, not measured: a gas-phase ion, C9H18N2 (charge +2) at a distorted geometry, with the ωB97M-V functional and the def2-TZVPD basis.

The value obtained for the HOMO-LUMO gap is 10.0 eV. The SMILES is CC[N+]1=C(C)C[N+](C)(C)C=C1. The highest occupied orbital energy is -18.70 eV. Its energy above the lowest of the compared OMol25 structures with the same formula, charge and spin is 308.0 kJ/mol. The lowest unoccupied orbital energy is -8.676 eV.

```
! RIJCOSX wB97M-V def2-TZVPD def2/J DEFGRID3
* xyz 2 1
C 2.806 -0.738 -0.751
C 2.368 0.608 -0.387
N 0.829 0.535 -0.159
C 0.213 0.935 0.837
C 0.937 1.465 2.013
C -1.186 0.430 0.987
N -1.679 -0.369 -0.267
C -0.863 -1.726 -0.070
C -3.147 -0.482 -0.158
C -1.132 0.310 -1.399
C 0.135 0.606 -1.425
H 2.615 -1.653 -0.057
H 2.344 -1.041 -1.757
H 3.884 -0.710 -0.797
H 2.229 1.318 -1.291
H 2.955 1.198 0.337
H 0.513 1.120 2.956
H 1.273 2.462 1.905
H 1.978 0.991 1.979
H -1.305 -0.260 1.785
H -1.955 1.205 1.310
H -0.284 -1.571 0.728
H -1.526 -2.564 -0.094
H -0.288 -1.747 -1.129
H -3.333 -0.440 0.987
H -3.699 0.348 -0.592
H -3.581 -1.425 -0.689
H -1.615 0.389 -2.314
H 0.515 0.809 -2.490
*
```